1.
This record from OMol25 describes C29H36AuBrF2N2O2Si as an isolated structure. The level of theory is ωB97M-V/def2-TZVPD.

```
74
Properties=species:S:1:pos:R:3:forces:R:3:lowdin_charge:R:1
Au -0.4297 0.5180 -0.2672 -0.813 -0.395 0.354 1.033
Br -0.1251 0.4573 4.7700 -0.021 0.027 -0.001 0.738
Si 0.0350 -1.8695 -0.5765 0.795 0.405 -0.089 0.741
F 2.4467 5.1125 0.4965 0.018 0.071 -0.029 0.132
F 4.6314 1.3895 -1.0920 0.023 0.004 0.032 0.089
O 0.6703 2.7999 -1.5525 -0.049 0.502 -0.056 0.104
O -0.1110 5.3433 0.4265 -0.012 0.020 -0.069 -0.151
N 0.8030 4.4241 4.2354 -0.051 -0.100 -0.113 0.082
N -1.8168 2.2188 -0.0176 -0.190 0.076 -0.353 -0.011
C -3.7314 4.0822 -0.6818 -0.052 0.027 -0.010 -0.030
C -2.6507 -2.0694 -1.5655 -0.026 -0.043 0.029 -0.111
C 0.4644 -2.5189 2.1800 0.011 0.016 0.001 -0.117
C 2.3438 1.1668 -0.8207 0.067 0.474 0.033 -0.004
C 0.0380 3.6182 2.0947 0.052 0.004 0.018 -0.085
C -0.1680 2.3620 2.6480 -0.037 -0.007 -0.102 -0.082
C 0.4471 -3.7361 -2.7336 -0.078 0.027 -0.048 -0.090
C 3.4356 1.9359 -0.8290 0.086 0.002 0.038 -0.247
C 0.7065 -2.2695 -2.3488 -0.081 0.022 -0.009 -0.617
C -1.8910 -3.9424 -0.1151 -0.161 0.039 0.052 -0.082
C -2.4506 -1.7276 0.8800 0.037 -0.141 -0.044 -0.108
C -1.8017 -2.4239 -0.3353 -0.010 0.060 0.015 -0.630
C 2.4158 -1.6299 1.0012 0.026 0.010 -0.019 -0.108
C 1.6714 -3.9626 0.5540 -0.046 -0.029 0.034 -0.090
C 0.9799 3.3243 -0.2033 -0.046 -0.387 0.323 -0.127
C -3.0364 1.8289 -0.4410 -0.013 0.178 0.103 -0.136
C 3.4538 3.3263 -0.4867 0.072 -0.077 -0.004 0.100
C -1.5384 3.5183 0.0846 -0.002 -0.184 0.168 -0.148
C 0.6110 3.2115 4.7464 0.020 0.081 0.036 -0.198
C 1.0885 1.8922 -0.6450 0.519 -0.635 -0.226 -0.368
C 0.5210 4.6097 2.9439 0.026 0.096 0.111 -0.068
C -0.1751 4.0469 0.5997 -0.022 0.077 -0.127 -0.510
C 1.1855 -2.5287 0.8236 -0.065 -0.099 0.037 -0.624
C -4.0227 2.7239 -0.7744 0.006 -0.006 0.004 -0.052
C 0.1275 2.1655 3.9826 0.007 -0.012 0.043 -0.662
C -2.4860 4.4793 -0.2489 -0.033 0.026 0.074 0.032
C 2.2184 -2.0286 -2.4696 0.026 -0.151 0.018 -0.096
C 0.0558 -1.3636 -3.4098 0.054 0.041 0.031 -0.107
C 2.3284 3.9381 -0.0933 -0.105 -0.006 -0.095 -0.159
H -0.3265 -3.2656 2.2443 0.004 -0.001 0.001 0.064
H -2.1664 5.5072 -0.1443 0.009 -0.005 -0.017 0.122
H 0.5110 -1.5752 -4.3831 -0.009 0.004 0.004 0.088
H 2.8121 -2.6751 -1.8241 -0.014 0.005 0.019 0.069
H 1.1905 -2.7492 2.9668 -0.009 -0.002 -0.003 0.091
H -2.9460 -4.2181 0.0004 0.014 -0.028 -0.001 0.094
H 2.2340 -4.3193 1.4236 -0.002 0.014 -0.005 0.090
H 2.3973 0.1075 -0.9178 -0.056 -0.047 -0.058 0.039
H -2.5634 -1.0187 -1.8555 0.000 0.012 0.007 0.058
H -4.9849 2.3659 -1.1120 -0.008 0.005 0.015 0.108
H -2.3118 -0.6396 0.8871 -0.053 0.041 0.022 0.027
H 0.8421 3.0685 5.7955 0.013 0.004 -0.001 0.100
H -0.5698 1.5375 2.0755 0.019 -0.004 0.019 0.053
H 0.0388 -1.5409 2.4161 0.033 0.000 -0.003 0.031
H 0.8740 -4.4423 -2.0211 0.008 0.009 0.004 0.068
H -3.7041 -2.2659 -1.3392 0.003 -0.002 -0.020 0.089
H -1.0148 -1.5161 -3.5149 -0.034 -0.017 0.017 0.055
H 3.0051 -1.5225 0.0916 0.046 -0.054 0.006 0.059
H -1.4939 -4.5132 -0.9524 0.007 0.003 -0.034 0.067
H -2.3888 -2.6728 -2.4331 0.019 -0.004 -0.014 0.066
H 0.9048 -3.9366 -3.7084 -0.003 0.009 0.007 0.090
H -3.2142 0.7620 -0.5057 0.007 -0.002 -0.038 0.078
H 0.2238 -0.3050 -3.1935 0.019 -0.011 0.002 0.066
H 0.6684 5.5966 2.5252 -0.002 0.003 -0.002 0.119
H -3.5300 -1.9119 0.8660 0.001 0.025 0.005 0.092
H -1.3722 -4.2639 0.7865 -0.004 0.010 0.008 0.062
H 2.3369 -4.0247 -0.3063 0.001 0.016 -0.013 0.064
H 0.8484 -4.6611 0.3914 -0.003 -0.001 0.011 0.069
H 2.5206 -2.2352 -3.5017 0.003 -0.027 0.015 0.092
H 2.4886 -0.9970 -2.2697 0.044 0.002 -0.119 0.051
H -4.4779 4.8193 -0.9492 0.001 -0.006 -0.003 0.113
H 3.0715 -2.0711 1.7593 -0.014 0.007 0.006 0.093
H -0.6166 -3.9556 -2.8302 -0.013 0.007 -0.008 0.063
H 2.1353 -0.6335 1.3495 0.002 0.005 -0.016 0.072
H -2.0680 -2.0955 1.8280 0.031 0.036 0.006 0.065
H 4.4018 3.8390 -0.4043 0.006 -0.023 0.018 0.140
```
Positions in Å, forces in eV/Å.

The spin multiplicity is 1.

2.
This record from OMol25 describes one molecule with the formula C29H36BClF9N3O6S3 in a non-equilibrium geometry. The level of theory is ωB97M-V/def2-TZVPD.

```
88
Properties=species:S:1:pos:R:3:forces:R:3:lowdin_charge:R:1
Cl -1.2511 -1.8821 6.2504 -0.173 0.838 -1.217 0.658
S -0.7055 2.9273 -6.7863 0.838 -2.373 -1.250 0.657
S -3.4499 -0.4476 1.1407 1.046 0.227 -0.060 0.977
S 5.2828 -2.2631 0.3499 0.698 -2.739 -2.093 0.914
F 4.0689 -1.8514 3.6433 0.844 0.693 -1.823 0.083
F 4.6460 -3.7849 0.5001 0.973 1.475 -0.031 -0.177
F 6.5381 -2.9355 -0.4419 -1.183 0.895 0.852 -0.145
F 2.8375 -2.5279 1.3689 1.160 1.352 -0.132 0.107
F 5.9479 -0.8058 0.1003 -0.763 -1.346 0.622 -0.137
F 3.2231 -0.6268 0.3256 1.025 -0.831 1.490 0.097
F 5.0958 -0.0407 2.6896 -0.419 -1.738 -0.281 0.084
F 6.0827 -2.5176 1.7409 -0.781 0.865 -1.182 -0.141
F 4.4863 -2.1829 -1.0981 1.021 0.235 1.434 -0.172
O 0.5083 2.4862 -7.4614 -1.043 1.124 0.887 -0.313
O -1.5951 1.8414 -6.3947 0.351 1.797 -0.108 -0.311
O -0.0848 4.3154 0.0756 -0.299 -0.805 -1.604 -0.010
O 1.6507 3.0093 -0.9366 -1.229 0.390 0.792 0.125
O -2.4570 -4.3009 4.9027 -0.404 1.006 -0.517 0.043
O -1.5033 3.9183 -7.8436 0.429 -0.410 1.237 -0.190
N -1.4197 1.9073 1.4138 -1.213 -1.259 -0.484 0.032
N -2.3173 -4.5824 2.6319 -0.602 -0.463 0.806 -0.157
N -1.6550 -0.2443 -3.9886 -0.384 -2.405 2.235 0.102
C -1.4301 0.9333 2.4887 0.589 -1.223 2.479 -0.186
C -2.3158 -0.2323 2.5658 1.385 0.803 0.541 -0.333
C 1.5432 2.2000 2.3047 0.642 0.035 0.716 -0.182
C -3.3190 -2.3629 3.7292 -0.437 -0.021 0.305 -0.079
C -0.7423 1.4293 -2.3687 -1.026 -1.246 2.200 -0.087
C -2.4268 0.1895 -0.2352 1.667 1.242 -0.485 -0.401
C 2.9354 1.5217 2.7002 -1.680 0.233 0.067 -0.153
C -0.2654 3.9780 -5.3461 -0.874 1.488 0.552 -0.207
C -0.4163 0.2648 4.7183 -1.865 -0.502 -1.850 -0.058
C -2.3119 -1.1786 3.7116 1.231 1.592 -0.826 -0.197
C 2.7261 -0.0229 2.9500 -0.071 0.236 -0.304 -0.067
C -1.3630 4.8339 -0.3384 -0.692 0.701 0.906 -0.067
C -1.6301 0.2788 -2.6262 1.092 1.973 0.430 -0.194
C -0.6951 1.9176 -0.9708 -1.042 -1.167 -0.827 0.043
C -0.7252 3.3817 -3.9635 0.088 -0.308 -0.417 -0.192
C 3.7723 -1.5369 1.2040 -1.236 -0.125 0.024 -0.390
C 0.0965 2.0827 -3.5273 -1.652 0.688 0.333 -0.121
C 0.5996 -1.2957 -3.4710 -0.818 -0.581 1.085 -0.024
C -1.5293 1.3081 0.0903 0.289 -0.428 -2.895 -0.193
C 4.0202 -0.9015 2.6245 -2.377 1.960 1.721 -0.385
C -1.3535 -0.8756 4.7668 0.287 1.077 -0.836 -0.518
C -0.4516 1.1652 3.5784 -0.529 -1.238 0.695 -0.131
C -3.3028 -5.7146 2.6972 -1.102 -0.184 0.159 -0.112
C -2.6676 -3.7786 3.8289 0.656 -1.029 0.848 -0.417
C -2.4664 -0.3441 -1.5890 1.305 1.692 0.214 -0.004
C 0.5602 2.3706 3.5314 -1.368 -0.489 -1.004 -0.125
C -0.8337 -1.2379 -4.1207 0.481 -0.385 -0.889 -0.333
C -1.2385 -2.5089 -4.9551 0.940 0.941 -0.078 -0.040
C -0.9833 -5.2254 2.8067 1.590 0.375 -0.703 -0.102
B 0.2845 3.1340 -0.5999 1.071 0.079 0.524 -0.590
H 0.8181 4.2548 -5.3404 -0.850 -0.655 -0.456 0.118
H -0.8382 4.9410 -5.4925 0.585 -0.970 -0.017 0.111
H 1.1965 -2.1808 -3.8063 -0.634 0.804 0.086 0.080
H -3.9577 -2.2364 4.6481 0.727 -0.315 -0.735 0.134
H -0.0852 3.2782 3.3436 0.843 -0.771 0.263 0.118
H -2.1104 3.3769 -8.3879 0.339 0.033 0.468 0.097
H 1.7617 3.2351 1.9129 -0.270 -1.164 0.169 0.111
H -2.2060 2.5670 1.4937 0.375 -0.312 0.358 0.136
H -4.0399 -2.3453 2.8632 1.076 0.150 0.658 0.088
H -1.0263 -6.3196 3.0390 -0.160 0.976 0.055 0.083
H 0.2941 0.4459 5.5593 -0.792 -0.294 -0.823 0.108
H 0.4508 -1.4125 -2.3558 0.300 0.139 -1.025 0.093
H 3.2123 1.9784 3.6885 0.364 -0.275 -1.158 0.116
H -0.3942 -2.8122 -5.6394 -0.977 0.315 0.512 0.079
H -3.2796 -6.3525 1.7799 0.069 0.773 0.591 0.092
H 1.0894 2.5067 4.5076 -0.424 -0.257 -0.805 0.114
H 1.1153 2.3968 -3.1878 -0.866 -0.518 -0.323 0.117
H -1.4064 5.9159 -0.0292 0.110 -1.091 -0.269 0.105
H 0.1154 1.4175 -4.4285 0.153 0.430 1.003 0.095
H 2.1574 3.7380 -0.5305 -0.319 -0.307 -0.377 0.113
H 1.8502 -0.4044 2.3525 0.917 0.343 0.551 0.126
H -4.3487 -5.3149 2.8546 1.023 -0.354 -0.465 0.096
H -3.1177 -1.2021 -1.8602 0.588 0.758 0.258 0.114
H -0.3450 -4.7157 3.5785 -0.809 -0.480 -0.597 0.094
H -0.6276 4.1989 -3.1932 0.105 -0.756 -0.819 0.103
H 1.0441 1.5542 1.5342 0.512 0.902 0.491 0.102
H 1.1880 -0.3579 -3.6130 -0.639 -0.740 -0.067 0.076
H -3.1116 -6.3885 3.5827 -0.018 0.729 -0.751 0.091
H -0.4044 -5.1362 1.8394 -0.707 -0.085 0.886 0.087
H -1.8223 3.1540 -4.0343 1.025 -0.006 0.082 0.129
H -1.3328 -3.3451 -4.2082 -0.087 0.812 -0.594 0.089
H -1.5302 4.8002 -1.4428 0.142 -0.188 0.933 0.080
H 3.6392 1.7756 1.8724 -0.275 -0.442 0.907 0.116
H 2.4395 -0.1546 4.0271 0.537 -0.208 -0.999 0.129
H -2.1914 4.2972 0.2110 0.720 0.501 -0.776 0.094
H -2.1963 -2.3385 -5.5054 0.881 -0.194 0.523 0.080
```
Positions in Å, forces in eV/Å.

The spin multiplicity is 1.

| no. | E_HOMO (eV) |
| --- | --- |
| 1 | -7.71 |
| 2 | -8.20 |